DFT (ωB97M-V/def2-TZVPD) results for a 10-piece molecular cluster, C36H72Br4O16S8 overall at a distorted geometry.

```
136
C36H72Br4O16S8, DFT ωB97M-V/def2-TZVPD
C 5.236 1.347 5.003
C 5.350 2.483 6.045
C 5.236 1.803 7.436
S 6.048 0.148 7.289
O 5.090 -0.827 7.813
O 7.369 0.264 7.890
C 6.178 0.215 5.482
H 5.401 1.697 3.984
H 4.194 1.031 5.065
H 4.536 3.203 5.968
H 6.323 2.935 5.853
H 4.210 1.518 7.666
H 5.731 2.266 8.289
H 5.781 -0.751 5.171
H 7.224 0.373 5.220
C -3.657 5.736 4.244
C -4.407 5.456 2.929
C -3.492 4.651 2.022
S -1.695 5.151 2.431
O -1.315 6.154 1.424
O -0.884 3.963 2.742
C -2.192 6.118 3.890
H -3.981 4.970 4.949
H -4.015 6.651 4.717
H -4.671 6.359 2.379
H -5.343 4.962 3.191
H -3.678 4.729 0.951
H -3.564 3.613 2.345
H -2.322 7.152 3.569
H -1.423 6.071 4.661
C 5.539 6.262 -0.773
C 4.213 6.511 -1.501
C 3.887 5.380 -2.448
S 5.480 4.606 -2.842
O 5.874 4.841 -4.203
O 5.567 3.296 -2.281
C 6.446 5.775 -1.792
H 5.497 5.534 0.038
H 5.814 7.229 -0.352
H 4.320 7.489 -1.972
H 3.392 6.573 -0.786
H 3.432 5.597 -3.414
H 3.212 4.598 -2.101
H 6.626 6.575 -2.510
H 7.418 5.444 -1.426
C 4.099 -5.605 5.500
C 3.490 -6.944 5.895
C 4.588 -7.970 6.222
S 5.973 -7.527 5.012
O 6.034 -8.374 3.835
O 7.137 -7.294 5.854
C 5.298 -5.843 4.495
H 4.558 -5.175 6.390
H 3.452 -4.813 5.123
H 2.742 -7.344 5.210
H 2.917 -6.766 6.805
H 4.386 -9.032 6.088
H 5.058 -7.827 7.195
H 4.904 -5.955 3.485
H 6.212 -5.254 4.414
C -4.192 2.340 -3.732
C -4.714 3.454 -4.577
C -5.948 2.964 -5.368
S -5.924 1.111 -5.235
O -6.019 0.482 -6.524
O -6.874 0.699 -4.173
C -4.204 1.001 -4.515
H -4.767 2.204 -2.817
H -3.178 2.640 -3.468
H -3.964 3.825 -5.277
H -4.858 4.314 -3.923
H -5.702 3.149 -6.414
H -6.938 3.341 -5.115
H -3.506 0.822 -5.333
H -4.203 0.181 -3.797
C 1.959 -0.642 -0.101
C 1.693 -1.670 1.032
C 0.214 -1.476 1.482
S -0.749 -1.280 -0.112
O -1.814 -0.205 -0.002
O -1.132 -2.561 -0.708
C 0.743 -0.687 -1.040
H 2.941 -0.808 -0.545
H 2.009 0.314 0.420
H 2.400 -1.362 1.801
H 1.891 -2.700 0.734
H 0.000 -0.509 1.937
H -0.419 -2.133 2.079
H 0.491 0.199 -1.623
H 0.867 -1.454 -1.804
C -8.691 -2.120 0.992
C -9.552 -2.061 2.277
C -8.699 -2.854 3.268
S -6.960 -2.369 3.008
O -6.058 -3.514 3.156
O -6.690 -1.130 3.653
C -7.214 -1.869 1.275
H -9.031 -1.446 0.206
H -8.819 -3.165 0.710
H -10.590 -2.350 2.117
H -9.646 -1.041 2.649
H -8.732 -3.923 3.060
H -8.829 -2.590 4.318
H -6.569 -2.516 0.681
H -6.950 -0.825 1.106
C 3.218 3.350 -9.685
C 2.464 2.051 -10.249
C 1.285 1.560 -9.335
S 1.354 2.678 -7.840
O 1.362 2.052 -6.521
O 0.429 3.790 -8.135
C 3.052 3.277 -8.195
H 2.771 4.254 -10.100
H 4.237 3.468 -10.052
H 3.293 1.343 -10.261
H 2.040 2.141 -11.249
H 1.505 0.562 -8.956
H 0.270 1.553 -9.733
H 3.767 2.543 -7.824
H 3.007 4.163 -7.562
Br -2.397 -7.570 -4.194
C -2.066 -5.667 -4.853
C -0.533 -5.423 -4.947
Br -0.256 -3.519 -5.656
H -2.654 -4.988 -4.235
H -2.592 -5.601 -5.805
H 0.066 -6.157 -5.486
H -0.013 -5.356 -3.991
Br -0.513 -7.523 1.680
C -2.271 -7.067 2.459
C -3.373 -7.553 1.538
Br -3.068 -9.386 0.836
H -2.311 -6.025 2.774
H -2.272 -7.683 3.358
H -3.380 -6.950 0.630
H -4.334 -7.527 2.051
```

Results
Highest occupied orbital energy: -9.60 eV
SMILES: O=S1(=O)CCCC1.O=S1(=O)CCCC1.O=S1(=O)CCCC1.O=S1(=O)CCCC1.O=S1(=O)CCCC1.O=S1(=O)CCCC1.O=S1(=O)CCCC1.O=S1(=O)CCCC1.BrCCBr.BrCCBr

Löwdin atomic charge list, values in e, 5 entries: C -0.22; C -0.21; C -0.21; S 0.69; O -0.34